# CH9N2O

A cluster of 2 separate species, CH9N2O in total in a non-equilibrium geometry (wB97M-V/def2-TZVPD, the OMol25 dataset).

For the largest force on an atom, the calculation gives 2.65 eV Å⁻¹. The value obtained for the total energy is -227.97433 Eh. Its orbital gap is 11.018 eV. The LUMO energy comes out at -3.4 eV. The HOMO energy comes out at -14.40 eV.

```
! wB97M-V def2-TZVPD RIJCOSX def2/J DEFGRID3
* xyz 1 1
O 0.5235 2.0150 -1.5749
H -0.3401 1.9457 -2.0136
H 0.0273 1.0620 0.4045
H 0.7986 2.7946 -2.0803
N 0.5893 0.2143 0.2671
C -0.5775 -0.8103 0.3500
N -0.3113 -1.8911 1.2587
H 1.3133 0.2663 0.9931
H 1.2044 0.3945 -0.5322
H -0.6024 -1.1111 -0.7012
H -1.5596 -0.4148 0.5787
H -0.5437 -1.6832 2.2137
H -0.5215 -2.7820 0.8364
*
```